Record 1
{
  "formula": "C50H57N7O3Si2Te2V",
  "method": "wB97M-V/def2-TZVPD",
  "elements": ["V", "C", "C", "C", "C", "C", "O", "C", "C", "C", "C", "C", "C", "C", "O", "C", "C", "C", "N", "C", "C", "Te", "C", "C", "C", "C", "C", "C", "C", "C", "C", "C", "C", "C", "H", "H", "H", "H", "H", "H", "H", "H", "H", "H", "H", "H", "H", "H", "H", "H", "H", "H", "H", "H", "H", "H", "H", "H", "O", "H", "H", "N", "C", "N", "C", "N", "C", "C", "N", "C", "C", "C", "C", "C", "C", "C", "C", "N", "C", "N", "H", "H", "H", "H", "H", "H", "H", "H", "H", "C", "Si", "C", "C", "C", "Te", "C", "Si", "C", "C", "C", "H", "H", "H", "H", "H", "H", "H", "H", "H", "H", "H", "H", "H", "H", "H", "H", "H", "H", "H", "H", "H", "H"],
  "coordinates": [[-0.252, -0.548, -0.528], [3.714, -1.796, 5.268], [2.795, -1.422, 4.150], [1.505, -0.954, 4.395], [0.651, -0.574, 3.369], [-0.668, 0.089, 3.608], [-1.466, 0.227, 2.678], [-0.956, 0.627, 4.946], [0.006, 1.352, 5.661], [-0.307, 1.871, 6.904], [-1.565, 1.656, 7.454], [-2.525, 0.946, 6.745], [-2.232, 0.451, 5.487], [1.078, -0.783, 2.035], [0.286, -0.565, 0.974], [2.400, -1.199, 1.771], [3.234, -1.503, 2.828], [2.805, -1.123, 0.326], [2.771, -0.002, -0.293], [2.586, 1.266, 0.382], [3.882, 2.079, 0.296], [5.361, 1.408, 1.727], [4.600, 2.692, 3.246], [4.185, 2.164, 4.463], [3.680, 3.007, 5.444], [3.603, 4.373, 5.215], [4.048, 4.901, 4.010], [4.547, 4.064, 3.022], [3.159, -2.354, -0.412], [3.481, -3.535, 0.261], [3.893, -4.654, -0.448], [3.941, -4.629, -1.833], [3.601, -3.464, -2.513], [3.239, -2.330, -1.811], [3.421, -1.328, 6.206], [4.744, -1.525, 5.036], [3.696, -2.878, 5.422], [1.153, -0.886, 5.414], [0.973, 1.548, 5.215], [0.426, 2.449, 7.449], [-1.799, 2.057, 8.431], [-3.503, 0.786, 7.177], [-2.967, -0.113, 4.927], [4.244, -1.831, 2.621], [2.271, 1.185, 1.429], [1.812, 1.820, -0.163], [3.685, 3.130, 0.496], [4.314, 1.974, -0.698], [4.254, 1.098, 4.646], [3.358, 2.595, 6.392], [3.208, 5.031, 5.977], [4.021, 5.970, 3.845], [4.920, 4.483, 2.096], [3.420, -3.590, 1.340], [4.183, -5.549, 0.084], [4.254, -5.507, -2.382], [3.650, -3.436, -3.594], [3.030, -1.403, -2.329], [-0.842, 1.868, 0.383], [-0.671, 2.800, 0.572], [-1.057, 1.454, 1.248], [-0.277, -2.280, -0.875], [-0.054, -3.462, -0.653], [0.027, -4.653, -0.648], [0.358, -5.714, 0.050], [0.617, -6.662, 0.651], [-0.673, -0.679, -4.746], [-0.946, -0.714, -3.402], [-0.104, -0.190, -2.483], [1.026, 0.395, -2.909], [1.374, 0.498, -4.254], [0.507, -0.082, -5.179], [2.628, 1.093, -4.740], [3.289, 2.198, -4.369], [2.948, 3.256, -3.411], [3.796, 4.360, -3.307], [3.452, 5.350, -2.399], [2.349, 5.268, -1.664], [1.586, 4.208, -1.858], [1.831, 3.196, -2.675], [-1.358, -1.135, -5.446], [-1.838, -1.210, -3.042], [1.705, 0.743, -2.146], [0.756, -0.067, -6.232], [3.046, 0.554, -5.583], [4.201, 2.405, -4.917], [4.691, 4.441, -3.907], [4.064, 6.232, -2.253], [0.665, 4.158, -1.286], [-5.748, -2.139, 1.478], [-4.426, -2.810, 0.311], [-5.084, -4.274, -0.661], [-2.810, -3.139, 1.233], [-4.028, -1.526, -1.110], [-2.789, 0.150, -0.708], [-3.932, 0.820, 0.902], [-5.185, 2.127, 0.122], [-5.841, 1.601, -1.568], [-6.555, 2.206, 1.396], [-4.078, 3.643, -0.062], [-6.377, -2.972, 1.798], [-6.412, -1.411, 1.007], [-5.338, -1.698, 2.388], [-5.418, -5.056, 0.024], [-4.343, -4.716, -1.330], [-5.951, -3.995, -1.262], [-3.015, -3.575, 2.211], [-2.221, -2.230, 1.385], [-2.200, -3.858, 0.685], [-4.979, -1.099, -1.441], [-3.608, -2.060, -1.965], [-3.319, 1.331, 1.639], [-4.449, -0.020, 1.355], [-6.540, 0.766, -1.501], [-5.052, 1.339, -2.277], [-6.396, 2.435, -2.002], [-7.077, 1.252, 1.480], [-7.292, 2.958, 1.107], [-6.181, 2.473, 2.385], [-3.151, 3.385, -0.580], [-3.826, 4.069, 0.911], [-4.569, 4.428, -0.638]],
  "atomic_forces_ev_per_a": [[-0.898, -0.365, -2.565], [-0.007, -0.120, 0.065], [0.124, -0.015, -0.143], [-0.099, 0.011, -0.115], [-0.390, 0.016, -0.816], [0.059, 0.194, 0.097], [0.041, -0.044, 0.032], [-0.053, 0.094, 0.283], [-0.054, -0.082, -0.187], [0.004, 0.062, 0.060], [0.041, 0.023, -0.087], [-0.086, 0.037, 0.055], [0.083, -0.105, -0.143], [1.556, -0.395, 1.718], [0.459, -0.042, 2.598], [-0.704, 0.227, -0.461], [-0.064, -0.173, 0.113], [0.089, 0.036, 0.144], [-0.160, -0.169, -0.206], [0.080, 0.364, 0.115], [0.009, -0.408, 0.103], [-0.164, 0.426, -0.039], [0.110, -0.312, -0.222], [-0.093, -0.015, -0.126], [-0.012, 0.016, 0.056], [-0.033, -0.017, 0.000], [-0.046, 0.052, -0.003], [0.033, -0.058, 0.054], [0.091, -0.189, -0.045], [-0.171, 0.080, -0.020], [-0.017, -0.143, -0.001], [-0.002, 0.027, 0.057], [0.012, 0.052, -0.055], [-0.068, 0.031, 0.112], [0.012, 0.018, -0.001], [-0.004, 0.027, 0.017], [-0.005, 0.002, 0.009], [0.023, 0.073, 0.017], [0.061, 0.009, 0.081], [0.013, 0.011, -0.015], [-0.011, -0.028, 0.018], [-0.009, -0.023, -0.011], [-0.046, 0.030, 0.025], [0.063, 0.130, 0.001], [0.050, 0.105, -0.098], [-0.055, 0.019, -0.061], [0.061, 0.020, 0.039], [0.020, 0.073, -0.016], [-0.002, 0.005, 0.014], [0.024, 0.010, 0.041], [0.040, 0.008, 0.031], [-0.011, 0.006, -0.013], [-0.003, 0.022, 0.004], [0.032, -0.008, -0.012], [-0.039, -0.036, 0.025], [0.005, -0.001, 0.003], [0.012, -0.002, -0.004], [0.030, -0.001, -0.035], [-0.027, -0.708, 0.342], [0.118, 0.040, -0.215], [0.137, 0.272, 0.065], [-0.162, 1.021, 0.300], [-0.124, -1.065, -0.187], [0.101, 0.815, -0.148], [0.147, -0.508, 0.380], [-0.003, 0.140, -0.109], [-0.025, -0.011, 0.160], [-0.189, -0.211, -0.280], [0.587, 0.382, -0.931], [0.292, 0.286, -0.130], [-0.255, -0.017, -0.101], [0.107, 0.086, 0.226], [0.240, 0.240, 0.065], [-0.169, -0.249, -0.129], [0.153, 0.466, 0.242], [-0.058, -0.172, -0.022], [-0.029, -0.067, -0.038], [-0.105, 0.271, 0.192], [0.175, -0.099, -0.085], [-0.208, -0.465, -0.082], [-0.036, 0.025, 0.007], [0.023, 0.006, 0.016], [0.084, 0.097, 0.007], [-0.010, 0.009, -0.018], [0.063, -0.030, 0.032], [0.001, -0.046, -0.044], [0.008, 0.003, -0.011], [0.058, -0.035, -0.035], [-0.020, 0.022, 0.011], [0.236, -0.089, -0.179], [-0.090, 0.008, -0.123], [0.152, 0.175, 0.258], [-0.270, -0.077, -0.199], [0.104, -0.433, 0.394], [-1.130, -0.213, -0.183], [-0.311, 0.285, -0.262], [-0.076, 0.289, 0.180], [0.211, -0.161, 0.410], [0.268, 0.114, -0.199], [-0.385, -0.211, 0.108], [0.004, -0.037, -0.019], [-0.004, -0.006, -0.039], [0.037, 0.034, -0.018], [0.023, -0.025, 0.025], [0.044, 0.023, 0.004], [-0.003, 0.072, 0.009], [-0.001, 0.005, 0.026], [-0.063, 0.043, 0.119], [-0.034, -0.044, 0.011], [0.070, 0.240, -0.048], [0.077, 0.043, -0.002], [0.075, -0.018, -0.008], [0.173, -0.156, -0.035], [0.013, -0.043, 0.014], [-0.043, 0.055, -0.113], [0.045, 0.075, 0.024], [0.017, -0.034, -0.053], [-0.014, 0.023, -0.013], [0.034, 0.025, 0.003], [0.012, 0.018, -0.050], [0.036, -0.038, 0.026], [-0.010, -0.003, -0.035]],
  "mulliken_charge": [0.433, -1.884, -0.047, -0.814, 0.424, 0.246, -0.547, 0.487, -0.426, -0.822, -0.526, -0.762, -0.669, -1.075, 1.780, 0.364, -0.195, -0.120, -0.312, 1.212, -1.932, 0.219, -0.193, -0.167, -0.419, -0.538, -0.669, -0.354, 0.243, -0.142, -1.078, -0.529, -0.938, -0.104, 0.436, 0.456, 0.426, 0.905, 0.744, 0.465, 0.435, 0.435, 0.546, 0.819, 0.095, -0.382, 0.459, 0.604, 0.384, 0.519, 0.429, 0.426, 0.545, 0.399, 0.508, 0.473, 0.487, 0.572, -0.540, 0.219, 0.023, 0.063, 0.532, -0.353, 0.447, -0.356, -1.287, -0.084, 0.942, -0.529, 0.268, -0.622, -1.196, -0.678, 1.193, -0.728, -0.339, -0.545, -0.417, -0.217, 0.513, 0.374, 0.706, 0.605, 0.523, 0.395, 0.461, 0.448, 0.653, -1.007, 0.122, -1.156, -0.047, -0.862, 0.070, 0.236, 0.265, -1.072, -1.081, -0.846, 0.426, 0.319, 0.306, 0.385, 0.359, 0.356, 0.560, -0.514, -0.135, 0.587, 0.597, 0.382, -0.206, 0.338, 0.375, 0.454, 0.328, 0.384, 0.375, 0.134, 0.315, 0.447],
  "total_charge": 3,
  "lumo_energy_ev": [-10.73, -10.73],
  "homo_energy_ha": [-0.5086, -0.5086]
}


Record 2
{
  "formula": "C50H58ClN2STeW",
  "method": "wB97M-V/def2-TZVPD",
  "elements": ["W", "C", "C", "C", "C", "C", "C", "C", "C", "C", "C", "H", "H", "H", "H", "H", "H", "H", "H", "H", "H", "H", "H", "H", "H", "H", "C", "C", "C", "C", "C", "C", "C", "C", "C", "C", "C", "C", "N", "C", "C", "N", "C", "C", "C", "C", "C", "C", "C", "C", "C", "C", "C", "C", "C", "C", "C", "C", "C", "C", "C", "C", "C", "C", "H", "H", "H", "H", "H", "H", "H", "H", "H", "H", "H", "H", "H", "H", "H", "H", "H", "H", "H", "H", "H", "H", "H", "H", "H", "H", "H", "H", "H", "H", "H", "H", "H", "H", "H", "H", "H", "H", "H", "H", "Cl", "Te", "C", "C", "C", "C", "S", "H", "H", "H"],
  "coordinates": [[1.010, -0.067, 0.789], [-0.450, 1.308, 3.673], [0.813, 1.057, 3.133], [0.891, 1.726, 1.806], [-0.401, 2.406, 1.682], [-1.149, 2.224, 2.839], [-2.256, 3.001, 3.426], [-0.693, 3.497, 0.681], [2.034, 2.658, 1.465], [1.935, 0.719, 4.048], [-0.905, 0.932, 5.031], [-1.853, 3.460, 4.354], [-3.161, 2.382, 3.665], [-2.663, 3.833, 2.810], [-1.008, 4.427, 1.189], [-1.556, 3.314, 0.033], [0.174, 3.703, 0.076], [2.142, 2.769, 0.374], [3.008, 2.317, 1.867], [1.731, 3.631, 1.838], [1.875, 1.318, 4.985], [2.917, 0.919, 3.577], [1.962, -0.338, 4.314], [-0.377, 1.529, 5.831], [-0.754, -0.133, 5.298], [-1.988, 1.134, 5.147], [-1.251, 1.756, -4.312], [-0.510, 2.124, -3.037], [-0.697, 3.627, -2.807], [0.941, 1.682, -3.014], [1.806, 2.557, -3.718], [3.145, 2.334, -3.801], [3.622, 1.138, -3.348], [2.809, 0.190, -2.718], [3.439, -1.244, -2.718], [4.996, -1.212, -2.624], [2.831, -2.406, -1.896], [1.497, 0.544, -2.317], [0.712, -0.097, -1.257], [-0.315, -0.950, -1.664], [-1.156, -1.466, -0.671], [-0.944, -1.018, 0.638], [-2.062, -1.080, 1.566], [-3.261, -0.282, 1.365], [-4.303, -0.443, 2.249], [-4.280, -1.310, 3.345], [-3.116, -2.033, 3.560], [-2.071, -2.055, 2.589], [-1.093, -3.173, 2.788], [-0.206, -2.993, 4.070], [-0.452, -3.883, 1.582], [-3.498, 0.667, 0.203], [-4.318, 0.029, -0.933], [-4.369, 1.920, 0.621], [-2.053, -2.475, -1.258], [-3.068, -3.300, -0.774], [-3.653, -4.227, -1.672], [-3.197, -4.346, -2.975], [-2.247, -3.431, -3.547], [-1.759, -3.361, -4.880], [-0.746, -2.436, -5.219], [-0.135, -1.590, -4.251], [-0.606, -1.679, -2.924], [-1.652, -2.575, -2.630], [-2.284, 2.092, -4.273], [-1.325, 0.669, -4.417], [-0.749, 2.203, -5.188], [-1.009, 1.590, -2.184], [-0.559, 4.199, -3.706], [-0.040, 4.021, -2.027], [-1.757, 3.845, -2.507], [1.340, 3.428, -4.184], [3.846, 3.071, -4.249], [4.650, 0.902, -3.566], [3.332, -1.556, -3.788], [5.347, -1.979, -1.915], [5.392, -0.243, -2.290], [5.449, -1.354, -3.585], [2.338, -2.053, -0.974], [3.592, -3.116, -1.588], [2.049, -2.996, -2.443], [-5.190, 0.050, 1.944], [-5.122, -1.375, 4.043], [-3.022, -2.646, 4.443], [-1.757, -3.958, 3.139], [0.149, -1.986, 4.206], [0.636, -3.672, 4.029], [-0.804, -3.291, 4.958], [-0.280, -3.303, 0.690], [-1.096, -4.760, 1.274], [0.495, -4.322, 1.895], [-2.555, 1.054, -0.190], [-5.091, -0.558, -0.496], [-3.744, -0.584, -1.639], [-4.768, 0.810, -1.553], [-5.406, 1.866, 0.306], [-3.960, 2.824, 0.208], [-4.409, 2.003, 1.719], [-3.402, -3.156, 0.235], [-4.454, -4.869, -1.330], [-3.570, -5.162, -3.591], [-2.169, -3.976, -5.704], [-0.444, -2.427, -6.284], [0.632, -0.865, -4.463], [1.842, -2.040, 1.764], [3.813, -0.097, 0.412], [5.446, 1.215, 1.080], [6.056, 0.997, 2.275], [7.160, 1.816, 2.523], [7.425, 2.650, 1.498], [6.337, 2.377, 0.148], [5.728, 0.208, 2.967], [7.666, 1.821, 3.461], [8.184, 3.405, 1.376]],
  "atomic_forces_ev_per_a": [[-1.062, -2.319, -1.592], [1.450, -0.372, -0.551], [-0.940, 0.623, 0.483], [-0.112, 0.848, 0.708], [-1.518, 1.068, 0.979], [0.761, -0.288, -1.368], [-1.574, 0.721, 0.017], [-0.719, -0.076, 0.298], [0.591, 0.256, -0.124], [1.144, -0.252, 0.087], [-0.359, -0.062, 1.268], [-0.537, -0.237, -0.296], [0.795, 0.375, 0.048], [0.524, -0.527, 0.102], [0.444, -0.242, 0.088], [0.211, -0.417, -0.173], [0.150, 0.124, -0.274], [0.127, -0.126, 0.328], [-0.633, 0.368, -0.164], [0.503, 0.497, 0.336], [0.010, -0.337, -0.518], [-0.440, -0.055, 0.177], [-0.026, -0.087, 0.149], [-0.368, -0.438, -0.720], [0.089, 0.494, -0.335], [0.554, -0.137, -0.005], [0.195, -0.662, -0.287], [-0.704, -0.524, 1.682], [-0.983, 0.115, 0.976], [1.146, 0.366, 0.099], [-1.680, -0.183, 0.209], [1.022, 0.909, -0.480], [-0.167, -0.595, -0.187], [0.409, -1.189, 0.408], [0.316, -0.192, -0.891], [-0.037, 0.315, 1.155], [-1.186, 0.221, 0.180], [-0.747, 1.279, -0.744], [0.635, -0.117, -0.491], [-0.626, -1.160, 0.766], [0.631, 1.445, 0.230], [-0.565, 0.506, -0.376], [-0.340, -0.478, -0.734], [1.508, -0.721, 0.189], [0.002, -0.811, -0.074], [0.716, 0.328, 0.254], [-0.253, 0.354, -1.058], [-0.488, 1.261, 0.374], [0.179, -0.962, 0.832], [-0.722, -0.367, -0.227], [-0.526, -1.272, -0.188], [-0.745, 0.955, -0.239], [1.076, 0.276, -0.955], [0.575, -0.737, 1.191], [-0.293, -0.740, 0.166], [1.022, 1.320, -0.816], [0.654, -0.005, -0.707], [-0.556, 0.028, -0.147], [0.306, -0.466, 0.607], [0.762, 0.691, -0.976], [-0.790, -0.996, -0.017], [-0.936, -0.516, 1.511], [0.759, 0.968, -1.134], [-0.531, -0.070, 0.380], [-0.122, 0.361, 0.020], [0.258, 0.162, -0.224], [-0.233, -0.246, 0.218], [0.267, 0.401, -0.608], [0.304, 0.276, -0.559], [-0.094, -0.053, -0.199], [0.817, -0.302, -0.120], [0.319, -0.177, 0.130], [-0.662, -0.557, 0.242], [0.038, -0.093, 0.050], [-0.489, 0.292, 0.607], [-0.012, 0.312, -0.365], [-0.202, -0.437, 0.334], [0.247, -0.428, -0.635], [0.278, -0.257, -0.435], [0.173, 0.010, -0.034], [0.585, 0.665, 0.208], [-0.988, 0.477, 0.295], [0.317, 0.051, -0.313], [-0.038, -0.348, 0.004], [-0.227, -0.206, 0.077], [0.224, 0.377, -0.029], [0.276, -0.056, -0.037], [0.292, 0.358, -0.385], [0.106, 0.212, 0.056], [0.411, 0.894, 0.268], [-0.014, 0.042, -0.115], [0.119, -0.243, 0.106], [-0.798, -0.576, 0.218], [0.012, -0.089, 0.421], [-0.030, 0.002, 0.148], [-0.160, -0.277, -0.234], [0.260, 0.467, -0.200], [0.231, 0.303, -0.404], [-0.238, -0.244, 0.355], [0.108, -0.140, 0.042], [-0.178, 0.233, -0.030], [0.167, 0.265, 0.739], [-0.023, 0.207, 0.840], [0.172, -0.030, -0.408], [-0.143, 0.017, 0.270], [1.657, 0.634, 0.375], [-0.986, -0.589, -0.826], [-0.885, -1.013, 0.463], [0.239, 0.509, 0.125], [0.024, 0.386, -1.447], [-0.105, -0.055, 1.294], [-0.013, 0.513, -0.348], [0.484, 0.032, 0.406], [0.148, -0.020, 0.210]],
  "mulliken_spin": [1.647, -0.115, -0.078, 0.288, -0.049, -0.008, -0.006, 0.010, 0.073, -0.020, 0.010, 0.001, 0.001, 0.001, -0.002, -0.002, -0.004, -0.026, -0.018, 0.011, 0.001, -0.003, 0.002, -0.002, -0.002, 0.001, 0.001, 0.012, 0.000, -0.049, 0.007, 0.002, 0.007, -0.079, 0.009, -0.007, 0.003, 0.071, 0.024, 0.003, 0.100, 0.094, 0.068, -0.013, -0.002, -0.002, 0.005, -0.051, -0.004, -0.002, 0.011, -0.019, -0.001, 0.001, -0.007, -0.004, -0.002, -0.006, 0.000, 0.023, -0.013, 0.026, -0.014, 0.002, 0.000, -0.001, 0.000, -0.004, 0.000, 0.001, 0.000, -0.001, 0.000, -0.001, -0.001, 0.000, 0.002, 0.001, 0.009, -0.003, 0.002, 0.002, 0.000, 0.001, 0.001, 0.000, 0.003, -0.001, -0.007, 0.000, 0.003, 0.019, 0.000, 0.000, 0.001, 0.001, 0.000, 0.000, 0.000, 0.000, -0.001, 0.001, 0.000, 0.003, 0.022, 0.033, 0.022, -0.007, 0.004, -0.004, -0.001, -0.001, 0.000, 0.000],
  "total_charge": -1,
  "multiplicity": 3,
  "lumo_energy_ev": [2.13, 2.05],
  "homo_energy_ha": [-0.1365, -0.1404],
  "de_lowest_kj_mol": 0.00
}


The records above yield electronic energy values of -4606.553885, -3243.046669 hartree, respectively.